21
Properties=species:S:1:pos:R:3:forces:R:3:mulliken_charge:R:1 method="wB97M-V/def2-TZVPD" energy_ev=-9395.243 gap_ev=6.14 e_above_lowest_kcal_mol=192.9
N 2.510553 0.279155 0.662223 -0.065 0.236 0.332 -0.652
C 1.684912 1.098974 -0.187060 0.003 -0.525 -0.624 -0.609
H -1.544608 0.330464 0.962379 -0.067 -0.376 0.142 0.349
H 0.088881 -0.965829 -1.067936 0.441 -0.621 -0.904 0.074
H 0.441430 -1.806886 1.593068 -0.026 0.059 0.425 0.355
C -0.478818 0.107606 1.013749 0.473 -0.015 -0.358 -0.572
C -0.151375 -1.393821 0.787103 -0.117 0.050 -0.238 -0.618
H -0.184944 2.062691 0.136726 -0.663 -0.121 -0.455 0.432
H 1.996267 2.138532 -0.089595 -0.111 0.110 0.037 0.376
H 2.339084 -0.688519 0.443539 0.003 -0.381 -0.127 0.360
H -4.404960 0.570388 -1.464031 0.090 -0.067 0.012 -0.104
H -0.152392 0.360569 2.023172 0.104 0.396 -0.058 0.348
O -1.199154 -0.138819 -2.012492 0.987 1.608 1.357 -0.485
N 0.611845 -1.594285 -0.469836 -0.918 -0.427 0.499 -0.500
H 0.337669 -2.514389 -0.825686 0.374 0.240 0.071 0.315
H 1.913112 0.797971 -1.210330 0.095 0.168 -0.056 0.339
H -4.868794 1.119960 -1.634018 -0.077 0.069 -0.013 0.102
H -1.113023 -1.907836 0.767138 0.017 -0.251 0.034 0.337
C 0.140651 1.036247 -0.029911 0.571 0.114 1.566 -0.241
H -0.308339 0.688274 -1.048508 -1.078 -0.399 -1.620 0.143
H 2.342003 0.419550 1.650307 -0.036 0.135 -0.023 0.251

=====

17
Properties=species:S:1:pos:R:3:forces:R:3:mulliken_charge:R:1 method="wB97M-V/def2-TZVPD" smiles="COCC(=O)CO.[H][H]" energy_ev=-10450.585 gap_ev=10.81 e_above_lowest_kcal_mol=61.3
C -0.933462 -0.284810 0.481930 -0.098 0.108 0.331 0.614
H 3.354935 0.495518 0.735521 -0.103 -0.056 -0.117 0.246
H 0.178455 2.259883 -0.280262 0.016 0.103 -0.008 0.161
H -2.438110 -1.655995 -0.168235 0.058 0.119 -0.022 0.249
C -2.152339 -0.609535 -0.376426 0.230 -0.166 -0.129 -0.509
H -1.906568 -0.549551 -1.444290 -0.009 0.036 0.158 0.310
C 2.623025 0.122812 0.015654 0.241 0.048 -0.091 -0.703
O -3.188396 0.278327 -0.080771 -0.098 0.012 0.184 -0.520
C 0.427323 -0.712981 -0.030584 -0.135 -0.068 -0.090 -0.537
H 0.218415 1.973487 0.405225 0.065 0.142 -0.106 -0.139
H 0.447183 -1.816793 -0.008941 0.052 0.082 -0.078 0.325
H 0.500965 -0.413108 -1.089280 -0.020 0.016 0.182 0.377
O -1.095878 0.304518 1.527205 0.084 -0.235 -0.443 -0.549
H -2.968072 0.640883 0.794442 -0.112 -0.006 -0.075 0.353
H 3.035831 -0.767788 -0.480278 -0.089 0.085 0.090 0.297
H 2.446548 0.900770 -0.744034 -0.032 -0.151 0.130 0.322
O 1.450145 -0.165638 0.743119 -0.051 -0.070 0.085 -0.297